# 1
Below is a molecular structure, C27H53Cl11N2O2 in a non-equilibrium geometry, with properties calculated with wB97M-V/def2-TZVPD.

Positions of all 95 atoms, in Å:
C -0.2688 0.7443 4.6587
C -0.3706 -0.2621 3.4519
C 0.9604 -0.4107 2.7364
C 1.9041 -1.2741 3.5090
C 1.2817 -2.6876 3.6900
C -0.0370 -2.6750 4.4386
N -0.9136 -1.6166 3.8191
O -2.3012 -1.6260 4.2812
C -0.4787 -4.0870 4.2967
C 0.3605 -2.4488 5.9540
C -1.2920 0.4709 2.4084
H 0.2612 0.3310 5.5168
H -1.2609 1.0177 5.0179
H 0.2266 1.6235 4.2469
H 0.8706 -0.9094 1.7713
H 1.3185 0.6071 2.5811
H 2.0834 -0.7026 4.4197
H 2.9428 -1.3252 3.1827
H 2.0616 -3.2779 4.1711
H 1.1435 -3.1601 2.7175
H 0.3322 -4.7642 4.5651
H -1.3121 -4.3024 4.9654
H -0.7806 -4.4431 3.3117
H 0.9881 -3.2971 6.2276
H 0.9584 -1.5532 6.1226
H -0.5354 -2.3994 6.5729
H -2.2195 0.7772 2.8922
H -1.5316 -0.2827 1.6582
H -0.8254 1.3550 1.9738
C -2.3121 1.3816 -6.6148
C -2.6436 1.7830 -5.1635
C -4.1763 1.7701 -4.8574
C -4.6753 0.3099 -4.6441
C -3.9181 -0.2968 -3.3668
C -2.3858 -0.3436 -3.6221
N -1.9025 0.9150 -4.1790
O -0.4540 1.0207 -4.2034
C -1.7957 -0.7463 -2.2638
C -2.1021 -1.5470 -4.5108
C -2.2596 3.3232 -5.0279
H -2.7138 0.3900 -6.8235
H -1.2795 1.5192 -6.9358
H -2.9649 2.0093 -7.2213
H -4.5516 2.4281 -4.0736
H -4.6620 2.2642 -5.6989
H -4.5979 -0.3341 -5.5201
H -5.7386 0.4207 -4.4317
H -4.3066 -1.3141 -3.4140
H -4.1573 0.2367 -2.4469
H -2.1859 -1.6864 -1.8739
H -0.7725 -1.0807 -2.4349
H -1.8635 -0.0609 -1.4189
H -2.4168 -1.2746 -5.5182
H -1.0359 -1.4409 -4.7110
H -2.4501 -2.4709 -4.0487
H -2.5003 3.7475 -4.0532
H -2.8794 3.8932 -5.7200
H -1.2095 3.5314 -5.2329
Cl -0.3332 -4.8349 -2.0583
C -0.5679 -3.9590 -0.5294
C -0.7398 -2.4299 -0.7192
Cl -1.1307 -1.7721 0.8583
H 0.2663 -4.3057 0.0805
H -1.5003 -4.4347 -0.2255
H -1.5470 -2.1900 -1.4113
H 0.2350 -2.0329 -1.0025
Cl 1.0725 -0.4953 -2.2813
C 0.4139 0.6399 -1.0963
C 0.8509 0.3282 0.3720
Cl 2.5852 0.6205 0.6211
H -0.6699 0.5467 -1.1659
H 0.7036 1.6636 -1.3335
H 0.6086 -0.7171 0.5640
H 0.2494 0.8978 1.0804
Cl 3.3844 0.4063 3.2400
C 4.3502 1.4418 2.1464
C 4.5709 2.9001 2.7733
Cl 5.4868 2.7438 4.3486
H 3.9156 1.4228 1.1470
H 5.3525 1.0134 2.1461
H 3.6936 3.5235 2.9458
H 5.1419 3.5445 2.1049
Cl 1.1251 2.9770 2.0669
C 1.3651 4.0404 0.6258
C 2.4553 3.4624 -0.2654
Cl 4.0403 3.6791 0.4191
H 1.7107 5.0396 0.8909
H 0.4108 4.1532 0.1113
H 2.4852 3.9982 -1.2142
H 2.4546 2.3844 -0.4265
C 4.8546 -0.3444 0.0051
Cl 6.0233 0.9969 -0.1059
Cl 5.0989 -1.3117 1.5453
Cl 5.0739 -1.4449 -1.2900
H 3.8554 0.0794 -0.0950

Calculated values
- Multiplicity: 3
- Highest occupied orbital energy (alpha / beta): -8.81 / -9.19 eV
- LUMO (alpha / beta): 0.0056 / -0.0207 hartree
- ⟨S²⟩: 2.011

# 2
Below is 7 unconnected molecules or ions with the total composition C27H53Cl11N2O2 in a non-equilibrium geometry, with properties calculated with wB97M-V/def2-TZVPD.

Positions of all 95 atoms, in Å:
C 3.9142 2.2794 -4.2225
C 4.5659 2.2051 -2.8448
C 3.3961 1.7730 -1.9514
C 3.7938 1.3714 -0.5650
C 4.6506 0.0866 -0.6584
C 5.8908 0.2424 -1.5673
N 5.5410 1.0426 -2.8035
O 6.5924 1.1466 -3.7331
C 7.0271 0.8762 -0.7918
C 6.2820 -1.1892 -1.8718
C 5.1059 3.5620 -2.2724
H 3.4040 3.2305 -4.3747
H 3.0798 1.5794 -4.2671
H 4.6277 2.0901 -5.0245
H 2.7718 2.6306 -1.7009
H 2.8516 0.9171 -2.3501
H 2.8988 1.1288 0.0079
H 4.3306 2.1451 -0.0161
H 3.9893 -0.7304 -0.9471
H 5.0797 -0.1438 0.3168
H 6.7942 1.4013 0.1345
H 7.7732 0.1279 -0.5246
H 7.4535 1.7184 -1.3369
H 5.7836 -1.7365 -2.6719
H 7.3297 -1.1458 -2.1692
H 6.2879 -1.8888 -1.0359
H 4.6050 4.3028 -2.8956
H 6.1832 3.6407 -2.4183
H 4.9463 3.8155 -1.2243
C -8.2118 3.4389 1.4995
C -7.1341 2.3892 1.7963
C -7.0387 1.4834 0.5753
C -6.0011 0.4400 0.5757
C -4.6126 1.0949 0.6692
C -4.5753 2.0550 1.9209
N -5.7384 3.0035 1.9813
O -5.6983 4.0693 3.0483
C -4.4573 1.1837 3.1711
C -3.2442 2.8444 1.6978
C -7.7884 1.5697 2.9042
H -9.1516 3.1105 1.0557
H -7.7266 4.2081 0.8987
H -8.4961 3.9484 2.4202
H -7.9862 0.9637 0.4336
H -6.8712 2.1054 -0.3040
H -6.1072 -0.0355 -0.3994
H -6.1177 -0.3498 1.3178
H -4.7053 1.7542 -0.1939
H -3.7617 0.4367 0.4935
H -4.9559 1.7059 3.9877
H -5.0090 0.2519 3.0467
H -3.4320 0.9507 3.4588
H -2.4339 2.1735 1.4125
H -3.3841 3.7399 1.0923
H -2.8614 3.3704 2.5724
H -7.7780 2.3159 3.6987
H -7.1204 0.7316 3.1027
H -8.8354 1.3784 2.6694
Cl -1.1686 0.0541 2.3675
C 0.1777 0.0125 1.1402
C 0.0363 -1.3278 0.4294
Cl 1.2615 -1.4694 -0.8579
H 1.1564 0.0867 1.6143
H 0.1675 0.9506 0.5853
H -0.9369 -1.4123 -0.0542
H 0.0909 -2.0915 1.2053
Cl 3.2690 -1.1384 2.7774
C 3.2022 -2.4804 3.8920
C 3.8219 -3.8135 3.2922
Cl 2.6439 -4.6845 2.1995
H 2.1992 -2.3807 4.3069
H 3.8793 -2.2776 4.7218
H 4.3885 -4.5276 3.8898
H 4.6128 -3.4913 2.6149
Cl -1.7220 0.9117 -2.9384
C -2.2793 -0.8512 -2.8667
C -1.3626 -1.8150 -3.5837
Cl -1.6381 -1.7568 -5.2661
H -3.3486 -0.8916 -3.0744
H -2.3686 -1.1996 -1.8377
H -1.6801 -2.7847 -3.2004
H -0.3251 -1.7516 -3.2557
Cl 3.3700 -3.9751 -4.7547
C 2.5301 -5.1167 -3.6591
C 2.8228 -4.6837 -2.1899
Cl 4.3231 -5.5384 -1.8030
H 2.9110 -6.1189 -3.8554
H 1.4915 -4.9229 -3.9271
H 2.0439 -5.1534 -1.5892
H 2.8771 -3.6085 -2.0195
C -2.3881 -2.7111 4.0402
Cl -2.4861 -4.3316 4.8401
Cl -1.8405 -1.4648 5.1661
Cl -3.9051 -2.2540 3.4691
H -1.5429 -2.8022 3.3579

Calculated values
- Multiplicity: 4
- Highest occupied orbital energy (alpha / beta): -10.59 / -11.26 eV
- Total charge: +1
- LUMO (alpha / beta): -0.0798 / -0.2887 hartree
- ⟨S²⟩: 3.763